w.
{"formula": "C4H16N2O2", "method": "the ωB97M-V functional and the def2-TZVPD basis", "symbols": ["C", "O", "C", "C", "C", "N", "N", "H", "H", "H", "H", "H", "H", "H", "H", "H", "H", "H", "H", "H", "H", "H", "H", "O"], "coordinates": [[0.648, -1.723, -0.106], [1.344, -1.369, -1.268], [-0.763, -1.123, -0.045], [-0.880, 0.386, -0.012], [-0.317, 1.080, -1.243], [1.117, 1.494, -1.002], [-1.389, -1.727, 1.198], [0.507, -2.829, -0.120], [1.249, -1.483, 0.779], [2.267, -1.608, -1.207], [-1.308, -1.534, -0.923], [-0.422, 0.839, 0.875], [-1.926, 0.693, 0.188], [-0.960, 1.898, -1.577], [-0.297, 0.385, -2.101], [1.627, 0.605, -0.900], [1.030, 2.109, -0.178], [1.475, 2.015, -1.804], [-2.388, -1.910, 1.056], [-0.991, -2.645, 1.421], [-1.318, -1.096, 2.001], [0.529, 2.888, 2.607], [-0.827, 2.872, 1.900], [0.038, 2.461, 1.881]], "homo_energy_ha": -0.69258, "total_charge": 2}

x.
{"formula": "C4H16N2O2", "method": "the ωB97M-V functional and the def2-TZVPD basis", "symbols": ["C", "C", "C", "C", "N", "N", "H", "H", "H", "H", "H", "H", "H", "H", "H", "H", "H", "H", "H", "H", "O", "H", "H", "O"], "coordinates": [[0.613, -0.877, -0.099], [1.032, 0.039, 1.029], [0.593, 1.460, 0.813], [1.402, 2.365, 0.334], [-0.815, 1.765, 1.080], [0.975, -2.336, 0.219], [-0.458, -0.880, -0.277], [1.096, -0.634, -1.037], [0.662, -0.307, 2.006], [2.113, 0.076, 1.178], [1.221, 3.409, 0.104], [2.437, 2.143, 0.120], [-1.051, 1.657, 2.068], [-1.536, 1.334, 0.442], [-1.026, 2.751, 0.886], [0.699, -2.899, -0.602], [1.986, -2.374, 0.333], [0.452, -2.524, 1.055], [0.207, -2.817, -3.237], [-0.597, -3.653, -2.200], [-0.100, -2.838, -2.326], [-3.184, 1.596, -1.400], [-3.764, 1.694, 0.010], [-2.956, 1.850, -0.498]], "homo_energy_ha": -0.66957, "total_charge": 2}

y.
{"formula": "C4H16N2O2", "method": "the ωB97M-V functional and the def2-TZVPD basis", "symbols": ["C", "C", "C", "C", "N", "N", "H", "H", "H", "H", "H", "H", "H", "H", "H", "H", "H", "H", "H", "H", "O", "H", "H", "O"], "coordinates": [[-0.711, -0.356, 0.434], [-0.820, 0.135, -1.001], [-0.135, 1.482, -1.141], [-0.547, 2.585, -0.569], [1.009, 1.554, -2.082], [-1.415, -1.680, 0.652], [0.332, -0.523, 0.718], [-1.078, 0.355, 1.160], [-0.454, -0.585, -1.729], [-1.864, 0.268, -1.280], [-0.090, 3.567, -0.592], [-1.440, 2.582, 0.048], [0.858, 0.982, -2.918], [1.868, 1.189, -1.650], [1.153, 2.508, -2.423], [-1.175, -2.010, 1.619], [-2.411, -1.517, 0.572], [-1.093, -2.356, -0.041], [-0.919, -2.780, 3.940], [0.358, -2.813, 3.095], [-0.537, -2.440, 3.118], [3.273, 0.354, 0.644], [3.168, -0.605, -0.502], [2.670, 0.104, -0.070]], "homo_energy_ha": -0.66743, "total_charge": 2}

Computed energies relative to the best structure, in eV: w 0.430; x 0.293; y 0.000

w.
{"formula": "C24H24N2O5S", "method": "the ωB97M-V functional and the def2-TZVPD basis", "symbols": ["C", "C", "N", "C", "C", "S", "O", "O", "C", "C", "C", "C", "C", "C", "O", "N", "C", "C", "C", "O", "C", "C", "C", "C", "C", "C", "C", "C", "C", "O", "C", "C", "H", "H", "H", "H", "H", "H", "H", "H", "H", "H", "H", "H", "H", "H", "H", "H", "H", "H", "H", "H", "H", "H", "H", "H"], "coordinates": [[-2.676, -3.270, 2.141], [-2.494, -2.165, 1.105], [-1.135, -1.676, 1.065], [-0.783, -0.391, 1.612], [-0.761, -0.381, 3.138], [-0.125, -2.465, 0.037], [-0.224, -3.878, 0.258], [1.175, -1.855, 0.124], [-0.702, -2.113, -1.629], [-0.527, -3.069, -2.611], [-0.763, -2.730, -3.934], [-1.105, -1.429, -4.259], [-1.252, -0.462, -3.267], [-1.576, 0.927, -3.702], [-2.295, 1.150, -4.657], [-1.049, 1.963, -2.994], [-0.196, 1.987, -1.875], [-0.553, 2.808, -0.813], [0.249, 2.808, 0.311], [0.035, 3.501, 1.464], [1.046, 3.147, 2.307], [1.227, 3.591, 3.604], [2.316, 3.092, 4.298], [3.193, 2.178, 3.717], [3.012, 1.736, 2.421], [1.928, 2.227, 1.705], [1.402, 2.008, 0.385], [1.783, 1.222, -0.695], [0.993, 1.217, -1.833], [1.280, 0.502, -2.956], [2.314, -0.456, -2.881], [-1.096, -0.827, -1.935], [-3.696, -3.645, 2.110], [-1.989, -4.080, 1.915], [-2.465, -2.899, 3.140], [-3.164, -1.325, 1.312], [-2.736, -2.561, 0.112], [0.218, -0.179, 1.236], [-1.473, 0.384, 1.246], [-0.384, 0.577, 3.489], [-1.758, -0.533, 3.543], [-0.108, -1.169, 3.501], [-0.212, -4.058, -2.319], [-0.654, -3.471, -4.711], [-1.254, -1.134, -5.287], [-1.402, 2.865, -3.293], [-1.449, 3.407, -0.861], [0.544, 4.296, 4.050], [2.488, 3.417, 5.313], [4.027, 1.811, 4.295], [3.686, 1.024, 1.973], [2.672, 0.620, -0.627], [2.256, -1.018, -3.812], [3.295, 0.025, -2.810], [2.169, -1.130, -2.032], [-1.254, -0.122, -1.135]], "homo_energy_ha": -0.29917, "total_charge": 0, "smiles": "CCN(CC)S(=O)(=O)c1cccc(C(=O)Nc2cc3oc4ccccc4c3cc2OC)c1"}

x.
{"formula": "C24H24N2O5S", "method": "the ωB97M-V functional and the def2-TZVPD basis", "symbols": ["C", "C", "C", "C", "C", "C", "N", "C", "C", "C", "C", "C", "O", "N", "C", "C", "C", "C", "C", "C", "C", "O", "C", "O", "C", "C", "S", "C", "O", "O", "C", "C", "H", "H", "H", "H", "H", "H", "H", "H", "H", "H", "H", "H", "H", "H", "H", "H", "H", "H", "H", "H", "H", "H", "H", "H"], "coordinates": [[-0.317, -0.352, 8.395], [0.469, -0.125, 7.140], [1.832, -0.375, 7.090], [2.543, -0.193, 5.917], [1.907, 0.251, 4.768], [2.657, 0.421, 3.473], [2.095, -0.396, 2.407], [1.229, 0.187, 1.473], [-0.040, -0.342, 1.255], [-0.865, 0.199, 0.288], [-0.450, 1.295, -0.463], [-1.300, 1.938, -1.505], [-1.232, 3.126, -1.762], [-2.164, 1.101, -2.132], [-2.998, 1.544, -3.231], [-2.434, 1.110, -4.560], [-1.266, 1.700, -5.023], [-0.675, 1.317, -6.224], [-1.300, 0.324, -6.938], [-2.474, -0.275, -6.477], [-3.057, 0.096, -5.291], [-2.882, -1.227, -7.375], [-1.931, -1.206, -8.418], [-0.945, -0.237, -8.137], [0.804, 1.846, -0.213], [1.643, 1.294, 0.732], [1.888, -2.040, 2.708], [3.530, -2.525, 3.293], [0.939, -2.297, 3.752], [1.667, -2.663, 1.440], [0.545, 0.522, 4.820], [-0.163, 0.332, 5.988], [0.340, -0.476, 9.252], [-0.991, 0.481, 8.584], [-0.922, -1.253, 8.293], [2.345, -0.724, 7.975], [3.607, -0.388, 5.904], [3.712, 0.161, 3.603], [2.602, 1.465, 3.152], [-0.370, -1.175, 1.854], [-1.854, -0.214, 0.154], [-2.062, 0.107, -2.005], [-4.008, 1.148, -3.094], [-3.023, 2.636, -3.168], [-0.808, 2.479, -4.433], [0.229, 1.777, -6.583], [-3.963, -0.375, -4.948], [-1.459, -2.198, -8.506], [-2.431, -0.958, -9.368], [1.110, 2.709, -0.784], [2.624, 1.714, 0.893], [4.269, -2.085, 2.637], [3.647, -2.210, 4.321], [3.563, -3.605, 3.223], [0.039, 0.875, 3.932], [-1.223, 0.537, 6.010]], "homo_energy_ha": -0.29584, "total_charge": 0, "smiles": "Cc1ccc(CN(c2ccc(C(=O)NCc3ccc4c(c3)OCO4)cc2)S(C)(=O)=O)cc1"}

Computed energies relative to the best structure, in eV: w 0.000; x 0.617

w.
{"formula": "C6H16OS", "method": "the ωB97M-V functional and the def2-TZVPD basis", "symbols": ["C", "C", "C", "O", "C", "H", "H", "H", "H", "H", "H", "H", "H", "H", "H", "C", "C", "S", "H", "H", "H", "H", "H", "H"], "coordinates": [[-2.540, 1.574, 2.132], [-1.192, 2.249, 2.376], [-0.722, 2.106, 3.811], [-0.520, 0.730, 4.091], [-0.098, 0.535, 5.424], [-2.470, 0.496, 2.356], [-2.851, 1.695, 1.081], [-3.312, 2.019, 2.781], [-0.421, 1.812, 1.713], [-1.260, 3.330, 2.147], [0.222, 2.661, 3.972], [-1.478, 2.519, 4.507], [0.857, 1.047, 5.627], [-0.851, 0.896, 6.144], [0.044, -0.548, 5.577], [-1.016, -2.051, 2.080], [-0.241, -1.183, 1.099], [1.398, -0.680, 1.709], [-0.439, -2.956, 2.332], [-1.978, -2.359, 1.638], [-1.219, -1.493, 3.010], [-0.024, -1.742, 0.169], [-0.817, -0.279, 0.821], [0.953, 0.000, 2.787]], "homo_energy_ha": -0.31873, "total_charge": 0, "smiles": "CCCOC.CCS"}

x.
{"formula": "C6H16OS", "method": "the ωB97M-V functional and the def2-TZVPD basis", "symbols": ["C", "C", "C", "O", "H", "H", "H", "H", "H", "H", "H", "H", "C", "C", "S", "C", "H", "H", "H", "H", "H", "H", "H", "H"], "coordinates": [[0.158, 3.378, -0.895], [0.612, 1.957, -0.763], [0.810, 1.515, 0.682], [1.833, 1.816, -1.537], [-0.236, 3.469, -1.994], [1.034, 4.087, -0.756], [-0.739, 3.586, -0.320], [-0.127, 1.227, -1.121], [-0.085, 1.675, 1.295], [1.554, 2.132, 1.111], [1.067, 0.466, 0.805], [2.088, 0.901, -1.640], [0.256, -3.282, -1.047], [-0.236, -2.652, 0.285], [-1.348, -1.210, 0.070], [-1.829, -0.825, 1.779], [0.734, -4.257, -0.821], [1.048, -2.687, -1.542], [-0.626, -3.429, -1.730], [0.628, -2.299, 0.847], [-0.716, -3.412, 0.900], [-2.344, -1.724, 2.174], [-0.988, -0.485, 2.351], [-2.547, 0.053, 1.868]], "homo_energy_ha": -0.31761, "total_charge": 0, "smiles": "CC(C)O.CCSC"}

Computed energies relative to the best structure, in eV: w 0.000; x 0.220

w.
{"formula": "C6H12N2O4", "method": "the ωB97M-V functional and the def2-TZVPD basis", "symbols": ["C", "C", "C", "C", "C", "C", "H", "H", "H", "H", "H", "H", "H", "H", "H", "H", "H", "H", "N", "N", "O", "O", "O", "O"], "coordinates": [[-1.295, -1.986, 1.343], [-0.636, -0.570, 1.183], [-2.347, -1.667, -0.129], [0.379, 0.979, -0.414], [0.879, 1.074, -1.862], [1.441, 1.707, 0.345], [-2.697, -1.248, 2.624], [-1.632, -2.819, 3.464], [-0.614, -2.822, 1.280], [-3.447, -2.294, 0.137], [-1.217, -2.015, -0.982], [-2.652, -0.334, -0.309], [0.595, -1.128, -0.704], [-0.605, 1.533, -0.329], [1.672, 2.825, 0.067], [1.326, 1.927, 1.464], [2.682, 0.287, 1.413], [1.241, 0.126, -3.409], [-2.242, -2.106, 2.545], [0.253, -0.399, 0.066], [-1.051, 0.462, 1.815], [1.078, 1.988, -2.604], [2.659, 0.872, 0.116], [0.908, -0.038, -2.552]], "homo_energy_ha": -0.33530, "total_charge": 0}

x.
{"formula": "C6H12N2O4", "method": "the ωB97M-V functional and the def2-TZVPD basis", "symbols": ["C", "C", "C", "N", "O", "O", "H", "H", "H", "H", "H", "H", "H", "C", "N", "C", "C", "O", "O", "H", "H", "H", "H", "H"], "coordinates": [[0.295, -3.131, 0.339], [0.659, -1.736, -0.181], [0.807, -0.680, 0.877], [1.689, 0.238, 0.811], [2.404, 0.507, -0.158], [1.711, 1.164, 1.850], [1.061, -3.653, 0.966], [0.167, -3.929, -0.535], [-0.653, -2.997, 0.833], [-0.157, -1.398, -0.748], [1.431, -1.536, -0.872], [0.309, -0.696, 1.819], [2.214, 1.889, 1.403], [-0.039, 2.469, -0.669], [-1.030, 1.568, -0.292], [-1.497, 1.387, 0.848], [-2.518, 0.275, 0.951], [-2.979, -0.194, 1.938], [-2.837, -0.153, -0.261], [-0.358, 3.551, -1.030], [0.506, 2.766, 0.187], [0.383, 1.982, -1.534], [-1.211, 2.028, 1.700], [-2.421, 0.332, -0.945]], "homo_energy_ha": -0.33114, "total_charge": 0, "smiles": "CC/C=[N+](\\[O-])O.C/N=C/C(=O)O"}

y.
{"formula": "C6H12N2O4", "method": "the ωB97M-V functional and the def2-TZVPD basis", "symbols": ["C", "C", "N", "C", "O", "N", "C", "C", "O", "C", "O", "O", "H", "H", "H", "H", "H", "H", "H", "H", "H", "H", "H", "H"], "coordinates": [[3.050, -1.367, 0.561], [2.160, -0.421, -0.373], [2.904, 0.712, -0.872], [0.867, 0.090, 0.322], [0.995, 1.003, 1.048], [-0.342, -0.302, -0.078], [-1.587, 0.189, 0.543], [-2.143, 1.441, -0.161], [-1.206, 2.469, 0.025], [-2.682, -0.782, 0.085], [-2.427, -1.879, -0.308], [-3.893, -0.447, 0.031], [3.882, -1.840, 0.051], [2.437, -2.018, 1.067], [3.271, -0.896, 1.495], [1.988, -1.123, -1.209], [2.814, 1.516, -0.274], [2.468, 0.875, -1.768], [-0.545, -1.063, -0.711], [-1.743, 0.021, 1.653], [-3.065, 1.807, 0.410], [-2.582, 1.266, -1.103], [-0.361, 2.078, -0.232], [-4.260, -1.328, -0.201]], "homo_energy_ha": -0.34751, "total_charge": 0, "smiles": "C[C@H](N)C(=O)N[C@@H](CO)C(=O)O"}

z.
{"formula": "C6H12N2O4", "method": "the ωB97M-V functional and the def2-TZVPD basis", "symbols": ["C", "C", "C", "C", "C", "C", "N", "N", "O", "O", "O", "O", "H", "H", "H", "H", "H", "H", "H", "H", "H", "H", "H", "H"], "coordinates": [[0.880, -1.754, 0.112], [-0.412, -1.716, -0.150], [-0.069, 0.619, -0.025], [-0.376, 1.540, 1.154], [3.231, 0.939, -0.579], [-3.203, 0.072, -0.010], [1.201, 0.057, 0.108], [-1.001, -0.475, -0.048], [1.954, -2.436, 0.484], [-1.309, -2.745, -0.365], [1.979, 0.397, -1.114], [-2.146, -0.346, -0.902], [-0.194, 1.315, -0.902], [-1.310, 2.059, 0.968], [0.429, 2.193, 1.210], [-0.434, 1.090, 2.131], [3.271, 1.838, -0.007], [3.940, 1.094, -1.531], [3.500, 0.137, 0.063], [-4.235, 0.267, -0.622], [-2.977, 1.049, 0.425], [-3.308, -0.799, 0.508], [2.681, -2.110, -0.095], [-2.094, -2.284, -0.813]], "homo_energy_ha": -0.29058, "total_charge": 0}

Computed energies relative to the best structure, in eV: w 7.711; x 3.304; y 0.000; z 6.346